# 1
# C27H29N3O2

A single C27H29N3O2 molecule (ωB97M-V with the def2-TZVPD basis set, the OMol25 dataset).

```
61
Properties=species:S:1:pos:R:3:forces:R:3:mulliken_charge:R:1
C -6.9110 -2.1153 1.6839 -0.01 -0.02 -0.01 -1.41
C -5.8349 -1.4698 0.8659 0.03 0.06 0.00 0.71
C -5.6795 -0.0915 0.8385 -0.03 -0.04 0.01 -1.08
C -4.6768 0.4824 0.0777 0.04 -0.09 -0.09 -0.30
C -3.8143 -0.3130 -0.6609 -0.22 -0.07 0.26 0.28
N -2.7843 0.2979 -1.4301 -0.55 0.18 -0.49 0.09
C -1.4877 0.4149 -1.0848 0.21 -0.24 0.18 -0.22
O -0.6430 0.8128 -1.8622 0.16 0.04 -0.15 -0.70
C -1.1336 0.0274 0.3594 0.15 -0.35 0.05 -0.21
C -1.4347 1.1763 1.3374 0.02 -0.06 -0.18 -1.39
C -0.7606 2.4431 0.8900 -0.04 0.07 0.20 0.35
C 0.5327 2.7406 1.3025 -0.06 0.05 0.04 -0.22
C 1.1807 3.8698 0.8333 0.11 0.04 -0.02 -0.70
C 0.5408 4.7191 -0.0519 0.06 0.07 -0.03 -0.46
C -0.7526 4.4385 -0.4582 -0.05 0.04 -0.06 -0.92
C -1.3969 3.3080 0.0091 0.02 0.06 0.05 0.08
N 0.2741 -0.2914 0.3934 -0.29 0.41 0.28 0.24
C 0.7357 -1.4043 -0.2195 0.38 0.03 0.06 -0.01
O 0.0488 -2.3750 -0.4715 -0.05 -0.19 -0.12 -0.72
C 2.2282 -1.3291 -0.5074 0.02 -0.23 0.10 0.34
C 3.0233 -1.6464 0.7637 -0.13 -0.01 -0.14 -0.96
C 4.4853 -1.3577 0.5713 0.01 0.03 -0.03 0.66
C 5.4264 -1.9329 1.4171 0.05 0.03 -0.02 -0.66
C 6.7732 -1.6629 1.2694 0.03 -0.06 0.09 -0.61
C 7.1958 -0.8078 0.2646 0.08 0.05 -0.05 -0.52
C 6.2671 -0.2329 -0.5811 -0.03 -0.03 0.02 -0.70
C 4.9103 -0.4979 -0.4365 0.02 0.00 0.02 0.73
C 3.9294 0.1117 -1.4019 0.15 0.09 -0.21 -1.28
N 2.5686 0.0264 -0.9121 -0.08 0.09 -0.16 -0.32
C -3.9665 -1.7034 -0.6714 -0.06 0.10 -0.02 1.11
C -3.0675 -2.5643 -1.4991 0.10 -0.02 0.01 -1.32
C -4.9776 -2.2530 0.1022 0.02 0.13 0.01 -0.96
H -7.4567 -1.3762 2.2645 -0.07 0.00 0.06 0.36
H -6.4815 -2.8481 2.3652 -0.04 -0.05 0.08 0.34
H -7.6152 -2.6370 1.0368 -0.09 -0.04 0.02 0.33
H -6.3437 0.5386 1.4114 -0.08 0.05 0.07 0.34
H -4.5650 1.5566 0.0475 0.06 0.10 -0.01 0.47
H -2.9990 0.5308 -2.3922 0.16 0.02 0.09 0.30
H -1.6946 -0.8673 0.6471 0.05 0.16 -0.02 0.83
H -1.0723 0.8813 2.3241 -0.07 -0.04 -0.03 0.45
H -2.5151 1.3137 1.3909 0.04 0.00 0.05 0.49
H 1.0345 2.0909 2.0063 0.04 -0.09 0.08 0.41
H 2.1882 4.0837 1.1585 0.08 0.02 0.03 0.40
H 1.0466 5.5983 -0.4225 0.04 0.07 -0.02 0.40
H -1.2590 5.1003 -1.1454 -0.04 0.05 -0.05 0.41
H -2.4046 3.0924 -0.3165 -0.11 -0.04 -0.04 0.29
H 0.9015 0.5052 0.3540 0.01 -0.11 -0.08 0.18
H 2.4652 -2.0813 -1.2808 -0.14 0.11 0.12 0.50
H 2.8744 -2.6906 1.0451 -0.01 0.00 0.01 0.48
H 2.6441 -1.0207 1.5775 -0.06 -0.06 -0.02 0.28
H 5.0918 -2.6014 2.1979 -0.04 -0.08 0.08 0.43
H 7.4927 -2.1184 1.9336 0.06 -0.04 0.05 0.39
H 8.2466 -0.5913 0.1414 0.08 0.02 -0.01 0.39
H 6.5923 0.4326 -1.3685 0.05 0.08 -0.09 0.41
H 4.1677 1.1689 -1.5549 0.05 -0.12 -0.03 0.49
H 4.0562 -0.4012 -2.3756 -0.06 0.11 0.12 0.32
H 1.9210 0.3575 -1.6240 0.01 -0.03 0.08 0.03
H -3.0133 -2.1909 -2.5209 0.03 -0.03 -0.08 0.30
H -2.0512 -2.5695 -1.1020 0.03 -0.01 -0.04 0.20
H -3.4302 -3.5883 -1.5186 -0.03 -0.08 -0.02 0.46
H -5.1047 -3.3264 0.1079 0.00 -0.15 -0.02 0.42
```
Forces are in eV/Å.

Its total energy is -37037.22098 eV. The calculation puts the energy relative to the best compared isomer or geometry (same formula, charge and spin) at 2.65 kcal/mol. The calculation puts the HOMO energy at -8.84 eV. Its net charge is 0. For the gap between HOMO and LUMO, the calculation gives 9.6234 eV.


# 2
# C3H7NO2

A single C3H7NO2 molecule (ωB97M-V with the def2-TZVPD basis set, the OMol25 dataset).

```
13
Properties=species:S:1:pos:R:3:forces:R:3:mulliken_charge:R:1
C -0.4802 0.5547 -1.7537 -0.02 0.03 0.02 -0.81
N 0.2535 -0.0443 -0.6247 0.09 -0.13 -0.15 -0.23
C -0.6832 -0.2594 0.7396 -0.27 0.18 0.29 0.75
O -1.8740 -0.3250 0.5313 0.22 0.19 0.02 -0.61
C 0.2221 -0.0469 1.7464 -0.60 -0.41 0.43 -0.85
O 1.5548 -0.5302 1.6131 -0.25 0.04 0.12 -0.55
H -1.3878 -0.0255 -1.9441 0.20 0.06 0.15 0.32
H -0.7753 1.5726 -1.4930 0.04 -0.17 0.02 0.29
H 0.1475 0.5769 -2.6488 -0.08 -0.01 0.18 0.31
H 0.7908 -0.8659 -0.8924 -0.04 0.16 0.13 0.28
H 0.8142 0.5994 -0.0557 0.53 -0.01 -1.17 0.41
H -0.1126 0.1925 2.7396 -0.11 -0.23 0.24 0.36
H 1.5302 -1.3990 2.0423 0.29 0.30 -0.28 0.32
```
Forces are in eV/Å.

Its total energy is -8807.14139 eV. The calculation puts the energy relative to the best compared isomer or geometry (same formula, charge and spin) at 78.12 kcal/mol. The calculation puts the HOMO energy at -7.43 eV. Its net charge is 0. For the gap between HOMO and LUMO, the calculation gives 7.9981 eV.


# 3
# C26H36DyP

A molecular structure, C26H36DyP (ωB97M-V with the def2-TZVPD basis set, the OMol25 dataset).

```
64
Properties=species:S:1:pos:R:3:forces:R:3:lowdin_spin:R:1
C 1.8017 1.4010 -1.8878 4.02 0.39 -0.35 -0.02
H 2.5780 2.1194 -1.6477 0.13 0.10 -0.19 0.00
H 1.9716 1.0162 -2.9037 0.11 -0.21 0.43 0.00
H 2.2555 0.3187 -0.9705 2.03 4.03 -3.22 0.01
C 0.4321 2.1107 -1.7509 -0.73 0.55 0.57 -0.01
H -0.4293 1.4457 -2.0536 0.32 0.58 -0.28 0.00
H 0.2586 2.3987 -0.6885 0.09 0.06 -0.38 0.00
C 0.3685 3.3701 -2.6281 0.42 -0.30 -0.14 0.00
H -0.5853 3.8789 -2.4685 0.12 -0.14 0.04 0.00
H 1.1852 4.0485 -2.3676 -0.16 -0.04 -0.07 0.00
H 0.4495 3.0937 -3.6839 0.00 0.13 0.15 0.00
C -0.7185 -2.3072 -1.1295 0.44 0.70 -0.55 -0.01
C -1.3500 -1.3884 -2.0265 0.92 -0.35 0.00 -0.02
C -0.3890 -1.0152 -3.0222 0.18 -0.50 0.66 -0.02
C 0.8394 -1.6955 -2.7310 -0.65 0.00 0.51 -0.01
C 0.6386 -2.4837 -1.5511 -0.67 0.70 -0.40 -0.01
C 1.6414 -3.3593 -0.8939 0.42 -0.38 0.26 0.00
C 2.0488 -1.6958 -3.5946 0.44 -0.04 -0.34 0.00
C -0.6589 -0.2311 -4.2570 -0.09 0.34 -0.48 0.00
C -2.7898 -1.0213 -2.0181 -0.58 0.17 0.06 0.00
C -1.3716 -3.0126 0.0021 -0.27 -0.21 0.50 0.00
Dy 0.5184 -0.0175 -0.8103 -6.57 -5.85 3.12 5.12
H 2.9351 -2.0181 -3.0366 -0.10 0.07 -0.23 0.00
H 1.9227 -2.3849 -4.4456 0.06 0.22 0.25 0.00
H 2.2556 -0.7029 -4.0163 0.01 -0.25 -0.05 0.00
H 2.6357 -3.2160 -1.3311 -0.17 -0.15 0.10 0.00
H 1.7184 -3.1562 0.1842 -0.06 -0.19 -0.33 0.00
H 1.3704 -4.4210 -1.0044 0.13 0.29 0.02 0.00
H -2.1944 -2.4221 0.4266 0.11 -0.18 -0.11 0.00
H -1.7898 -3.9818 -0.3146 0.12 0.30 0.05 0.00
H -0.6605 -3.2076 0.8117 -0.10 -0.06 -0.09 0.00
H -2.9907 -0.1764 -2.6868 -0.05 -0.18 0.18 0.00
H -3.4156 -1.8644 -2.3559 0.22 0.28 0.12 0.00
H -3.1332 -0.7434 -1.0119 -0.03 -0.08 -0.23 0.00
H 0.1027 0.5427 -4.4359 -0.15 -0.17 -0.10 0.00
H -0.6650 -0.8868 -5.1439 0.01 0.24 0.29 0.00
H -1.6355 0.2656 -4.2103 0.24 -0.08 -0.09 0.00
C -2.6721 0.7532 1.7614 -0.33 0.10 -0.16 0.00
P -0.8840 0.8715 1.4941 0.17 -0.10 1.27 -0.01
C -0.3037 2.3038 2.4712 0.21 0.36 -0.12 0.00
C -1.1063 2.9267 3.4404 0.31 0.00 -0.13 0.00
C -0.6114 4.0220 4.1581 0.11 -0.07 -0.11 0.00
C 0.6717 4.5169 3.9009 -0.16 -0.29 -0.18 0.00
C 1.4675 3.9101 2.9212 0.00 -0.09 0.04 0.00
C 0.9932 2.8037 2.2177 -0.53 0.12 0.23 0.00
C -0.1923 -0.6111 2.3585 0.19 0.10 -0.23 0.00
C 1.1118 -1.0349 1.9983 -0.73 -0.30 0.28 0.00
C 1.5988 -2.2489 2.4962 0.29 0.18 0.05 0.00
C 0.8305 -3.0138 3.3773 -0.02 0.10 -0.15 0.00
C -0.4391 -2.5745 3.7611 0.07 0.20 0.04 0.00
C -0.9484 -1.3717 3.2649 0.28 -0.09 -0.33 0.00
H -3.1535 1.5789 1.2167 0.06 -0.24 0.24 0.00
H -2.9255 0.8213 2.8282 0.03 -0.04 -0.37 0.00
H -3.0506 -0.1968 1.3575 0.14 0.27 0.14 0.00
H -2.1140 2.5599 3.6384 0.31 0.20 0.01 0.00
H -1.2361 4.4912 4.9203 0.20 -0.14 -0.25 0.00
H 1.0541 5.3728 4.4588 -0.14 -0.26 -0.18 0.00
H 2.4643 4.2988 2.7057 -0.30 -0.12 0.12 0.00
H 1.6384 2.3277 1.4716 -0.13 0.11 0.14 0.00
H 1.7952 -0.3834 1.4137 -0.22 -0.22 0.24 0.00
H 2.5975 -2.5851 2.2041 -0.31 0.11 0.23 0.00
H 1.2307 -3.9487 3.7755 -0.14 0.31 -0.17 0.00
H -1.0340 -3.1648 4.4607 0.21 0.19 -0.20 0.00
H -1.9335 -1.0255 3.5813 0.28 -0.20 -0.13 0.00
```
Forces are in eV/Å.

Its total energy is -60901.49856 eV. As for the expectation value of S²: 9.354. The calculation puts the energy relative to the best compared isomer or geometry (same formula, charge and spin) at 24.16 kcal/mol. The calculation puts the HOMO energy (spin up / spin down) at -14.21 / -14.21 eV. Its net charge is +2. For the gap between HOMO and LUMO (spin up / spin down), the calculation gives 5.9788 / 6.2271 eV. Its spin multiplicity is 6.


# 4
# CH3ClS2

2 unconnected molecules or ions with the total composition CH3ClS2 (ωB97M-V with the def2-TZVPD basis set, the OMol25 dataset).

```
7
Properties=species:S:1:pos:R:3:forces:R:3:mulliken_charge:R:1
C 0.0116 -0.1069 -0.1132 -1.03 1.93 1.63 0.05
S 0.2189 1.7129 0.3928 0.73 -1.55 -1.13 -0.15
S 1.5834 -0.7238 -0.4780 -0.42 -0.90 -0.89 -0.15
Cl -1.2588 -0.5740 -1.2351 0.27 0.43 0.56 -0.12
H -0.6343 -0.8478 1.9184 0.24 0.25 -0.99 0.07
H -0.9222 2.0740 0.9482 -0.74 -0.48 0.23 0.15
H 1.0014 -1.5344 -1.4331 0.95 0.32 0.59 0.16
```
Forces are in eV/Å.

Its total energy is -35273.96335 eV. The calculation puts the energy relative to the best compared isomer or geometry (same formula, charge and spin) at 109.63 kcal/mol. The calculation puts the HOMO energy (spin up / spin down) at -8.17 / -9.69 eV. Its net charge is 0. For the gap between HOMO and LUMO (spin up / spin down), the calculation gives 7.6588 / 8.9660 eV.


# 5
# C3H4ClNO

2 unconnected molecules or ions with the total composition C3H4ClNO (ωB97M-V with the def2-TZVPD basis set, the OMol25 dataset).

```
10
Properties=species:S:1:pos:R:3:forces:R:3:mulliken_charge:R:1
C 0.9651 -0.4454 -0.2817 -3.20 -2.50 -0.72 0.02
C 2.1390 0.0078 -0.2323 4.56 -1.39 0.18 -0.19
C -0.3135 0.3426 -0.2820 0.46 -0.24 0.70 -0.76
N 4.4332 -1.2809 -0.4626 -1.08 1.36 0.83 0.16
O 5.0248 -0.4884 0.1112 -0.29 -0.79 -0.66 -0.14
Cl 3.0476 1.2219 0.3090 0.25 1.71 0.17 -0.12
H 0.8428 -1.5554 -0.3066 0.24 0.83 -0.50 0.27
H -1.0720 -0.3119 0.1963 0.18 0.93 -0.07 0.25
H -0.6379 0.5622 -1.3134 0.15 0.18 0.54 0.24
H 0.0055 1.2280 0.3087 -1.28 -0.08 -0.46 0.26
```
Forces are in eV/Å.

Its total energy is -19229.69239 eV. The calculation puts the energy relative to the best compared isomer or geometry (same formula, charge and spin) at 140.27 kcal/mol. The calculation puts the HOMO energy (spin up / spin down) at -7.23 / -7.23 eV. Its net charge is 0. For the gap between HOMO and LUMO (spin up / spin down), the calculation gives 6.9849 / 6.9767 eV.


# 6
# C30H23AuN3O3Si

A molecular structure, C30H23AuN3O3Si (ωB97M-V with the def2-TZVPD basis set, the OMol25 dataset).

```
61
Properties=species:S:1:pos:R:3:forces:R:3:mulliken_charge:R:1
Au -0.5052 -1.6356 0.8366 -0.17 0.05 0.11 1.19
O -2.3324 -2.6517 4.2810 0.02 0.00 -0.01 -0.57
C -1.9856 -2.2887 3.1953 -0.03 0.04 0.01 0.01
N -0.7120 -2.3666 2.6442 0.01 -0.10 0.08 -0.20
C 0.4486 -2.8121 3.2642 0.02 0.00 0.01 0.06
O 0.5607 -3.2474 4.3726 0.00 0.02 0.00 -0.57
C 1.6366 -2.6922 2.3240 -0.02 0.03 -0.03 0.49
C 2.8946 -3.0969 2.7018 0.01 -0.01 0.00 -0.43
C 3.9306 -2.9919 1.7814 0.01 -0.01 0.02 -0.40
C 3.6735 -2.4968 0.5137 0.00 0.02 -0.01 -0.81
C 2.3888 -2.0986 0.1901 0.05 0.02 0.01 -0.27
N 1.4100 -2.1935 1.0905 0.07 -0.09 -0.02 0.02
C -2.9551 -1.6421 2.2187 -0.01 0.00 0.00 0.59
C -4.2784 -1.4484 2.5357 0.01 0.00 0.00 -0.46
C -5.1015 -0.8334 1.5987 -0.01 0.01 -0.01 -0.34
C -4.5785 -0.4332 0.3795 0.00 0.01 0.01 -0.83
C -3.2393 -0.6561 0.1109 -0.01 -0.04 0.02 -0.22
N -2.4682 -1.2483 1.0240 -0.04 -0.04 0.02 -0.06
H 3.0312 -3.4884 3.7003 0.00 0.00 0.00 0.52
H 4.9307 -3.3023 2.0526 0.00 0.00 0.00 0.47
H 4.4533 -2.4108 -0.2293 0.00 0.00 0.00 0.50
H 2.1268 -1.7034 -0.7823 -0.04 0.04 0.00 0.61
H -4.6312 -1.7776 3.5032 0.00 0.00 0.00 0.53
H -6.1464 -0.6664 1.8229 0.00 0.00 0.00 0.46
H -5.1908 0.0522 -0.3666 0.00 0.01 -0.01 0.49
H -2.7543 -0.3670 -0.8127 -0.06 -0.03 0.05 0.68
O -0.3781 -0.8867 -0.9713 0.14 -0.15 -0.34 -1.02
Si 0.1762 0.6582 -1.1915 0.08 0.01 0.07 0.35
C 1.5819 0.6235 -2.4143 -0.05 0.02 -0.02 0.40
C 2.4322 1.7236 -2.5652 -0.02 0.00 0.01 -0.11
C 3.4525 1.7144 -3.5038 0.01 -0.01 -0.01 -0.74
C 3.6365 0.6030 -4.3167 0.00 0.01 0.00 -0.49
C 2.7955 -0.4930 -4.1928 -0.01 0.00 0.01 -0.76
C 1.7753 -0.4795 -3.2502 0.01 -0.04 0.07 -0.40
C 0.7603 1.2218 0.5026 0.00 0.12 -0.01 0.56
C -0.1978 1.4162 1.5076 0.02 0.07 0.02 -0.20
C 0.1708 1.6200 2.8296 -0.01 0.00 0.00 -0.83
C 1.5167 1.6399 3.1744 0.00 0.00 0.02 -0.61
C 2.4835 1.4706 2.1937 0.01 -0.01 -0.02 -0.69
C 2.1067 1.2656 0.8714 -0.02 -0.06 0.00 -0.49
C -1.2745 1.6711 -1.7766 0.01 0.03 -0.01 0.55
C -2.1565 1.1114 -2.7093 0.03 0.07 -0.05 -0.40
C -3.2504 1.8250 -3.1752 -0.01 -0.02 -0.01 -0.70
C -3.4807 3.1164 -2.7162 -0.01 0.00 0.01 -0.51
C -2.6146 3.6898 -1.7977 0.00 0.01 0.01 -0.71
C -1.5198 2.9711 -1.3337 -0.01 -0.01 0.02 -0.09
H 2.2966 2.6044 -1.9456 0.00 0.00 0.00 0.42
H 4.1016 2.5742 -3.6063 0.00 0.00 0.00 0.42
H 4.4299 0.5969 -5.0526 0.00 0.00 0.00 0.41
H 2.9277 -1.3535 -4.8360 0.00 0.00 0.00 0.42
H 1.1150 -1.3367 -3.1641 0.00 0.00 -0.01 0.39
H -1.2538 1.4184 1.2477 0.01 0.03 0.01 0.56
H -0.5850 1.7747 3.5893 0.00 0.00 0.00 0.47
H 1.8096 1.8035 4.2032 0.00 -0.01 0.00 0.42
H 3.5329 1.5052 2.4583 0.00 0.00 0.00 0.47
H 2.8738 1.1323 0.1167 0.01 0.00 -0.01 0.45
H -1.9791 0.1078 -3.0846 0.00 0.00 0.00 0.33
H -3.9170 1.3820 -3.9043 0.00 0.00 0.00 0.43
H -4.3313 3.6769 -3.0817 0.00 0.00 0.00 0.43
H -2.7899 4.6973 -1.4436 0.00 0.00 0.00 0.43
H -0.8533 3.4313 -0.6121 0.00 0.00 -0.01 0.38
```
Forces are in eV/Å.

Its total energy is -53662.47954 eV. The calculation puts the HOMO energy at -11.59 eV. Its net charge is +1. For the gap between HOMO and LUMO, the calculation gives 7.7976 eV.


Q: The highest net charge belongs to which entry?
A: C26H36DyP


Q: Number 3 is which compound?
A: C26H36DyP


Q: Which formula does entry 2 have?
A: C3H7NO2